A single C9H17N3S2 molecule in a non-equilibrium geometry. Source: OMol25; level of theory: wB97M-V/def2-TZVPD.

```
31
C9H17N3S2 (wB97M-V/def2-TZVPD)
H 0.329 -0.586 -2.749
N 0.231 -0.271 3.029
H 0.068 4.935 -3.497
H -0.011 0.937 -0.744
H 1.647 -2.168 -0.259
C 1.243 4.572 -3.223
N -1.511 -0.093 4.654
C 1.057 0.641 -1.044
H 1.571 4.328 -2.035
C 1.022 -0.698 -1.788
H 1.776 0.483 -0.249
H 0.550 1.165 -3.975
H 2.627 1.359 -2.300
H 2.222 5.354 -3.603
H 1.225 -2.861 -1.758
C 0.701 1.979 -3.271
H -0.330 1.972 -2.952
S -0.859 -2.431 -0.241
H -2.561 0.104 4.826
C 0.870 -2.048 -1.029
C 1.338 3.275 -3.995
C -0.540 -1.453 1.247
S -2.091 -1.240 2.199
C -0.999 -0.444 3.326
H -0.886 0.515 5.275
H 1.580 2.570 -1.650
H 2.327 2.995 -4.467
H 2.060 -0.591 -2.260
H 0.812 3.384 -5.057
C 1.533 1.566 -2.030
N 0.542 -0.994 1.885
```

## Properties
Relative energy (zero: lowest compared OMol25 entry of this formula, charge and spin) ... 5.422 eV
2S+1 ... 1
Largest force on an atom ... 4.90 eV/Å

***

3 unconnected molecules or ions with the total composition C9H17N5O in a non-equilibrium geometry. Source: OMol25; level of theory: wB97M-V/def2-TZVPD.

```
32
C9H17N5O (wB97M-V/def2-TZVPD)
H 5.904 -1.043 -0.750
H -2.569 2.972 -0.498
C -3.140 0.708 -0.253
C 2.537 1.288 0.995
H -3.847 2.287 -1.421
C 1.548 0.243 1.632
H 0.654 0.739 2.142
O 3.799 -1.249 -1.235
H 0.082 -2.158 0.155
H 3.508 0.813 0.819
H 3.847 -2.205 -1.048
N -1.875 0.480 0.280
C -3.681 -1.561 -0.094
H 2.706 2.166 1.559
H 1.981 -0.600 2.200
H -0.433 2.464 -0.106
N -3.252 1.943 -0.622
C -1.530 -0.777 0.432
H 4.744 -0.785 0.497
H -2.092 -2.777 0.591
C 4.955 -0.685 -0.555
N -4.050 -0.260 -0.467
H 1.916 -0.849 -0.020
H 1.256 0.869 -1.751
C 1.001 0.957 -0.672
H -4.454 -2.282 -0.246
N -0.161 -1.209 0.381
N 1.960 1.856 -0.230
H 1.588 2.784 -0.053
H 5.001 0.398 -0.908
C -2.424 -1.871 0.298
C 0.978 -0.379 0.438
```

## Properties
Relative energy (zero: lowest compared OMol25 entry of this formula, charge and spin) ... 8.005 eV
2S+1 ... 1
Largest force on an atom ... 9.69 eV/Å

***

A single C9H17NO2S molecule in a non-equilibrium geometry. Source: OMol25; level of theory: wB97M-V/def2-TZVPD.

```
30
C9H17NO2S (wB97M-V/def2-TZVPD)
C -2.565 -2.432 -0.139
C -2.258 1.184 -0.088
H 3.252 -0.274 1.989
C -2.631 1.690 -1.417
H -0.040 -2.631 0.872
C 3.221 0.707 1.444
O 0.821 -0.850 0.604
C -1.507 -1.328 0.004
H 4.925 0.215 -0.899
S 1.364 0.399 -0.454
H -3.447 -1.901 -0.493
H 2.573 1.506 1.855
H -1.440 2.848 0.973
C -1.771 -0.059 -0.002
H -3.739 1.818 -1.391
O 1.390 -0.155 -1.778
N 2.970 0.600 0.077
H 4.254 1.183 1.636
H -2.057 2.452 -1.809
H -3.123 2.586 1.252
C -2.224 2.053 1.154
H -2.165 -3.258 -0.660
H 3.887 -1.247 -0.292
C -0.084 -1.813 0.052
H 3.419 -0.491 -1.686
H 0.353 -2.013 -0.919
C 3.847 -0.277 -0.718
H -1.990 1.454 2.181
H -2.780 -2.902 0.825
H -2.453 0.936 -2.174
```

## Properties
Relative energy (zero: lowest compared OMol25 entry of this formula, charge and spin) ... 3.619 eV
2S+1 ... 1
Largest force on an atom ... 3.77 eV/Å

***

A single C9H17NOSi molecule in a non-equilibrium geometry. Source: OMol25; level of theory: wB97M-V/def2-TZVPD.

```
29
C9H17NOSi (wB97M-V/def2-TZVPD)
C -1.986 -0.447 1.422
H 0.615 -2.534 1.969
H -0.201 2.452 1.822
H 1.567 2.983 0.292
H 2.253 0.450 -3.382
H 0.811 2.049 -2.227
H -1.600 0.542 1.736
Si -0.732 -1.238 0.305
H -2.876 -0.046 0.798
C -0.739 1.651 -0.551
H -2.561 -1.622 -1.385
H -2.520 -1.194 2.123
C 1.414 1.887 0.538
C 0.691 1.864 1.940
O 0.627 -0.291 0.081
H -1.070 -0.875 -2.182
N -1.652 2.281 -0.832
C 0.209 -2.780 1.006
C -1.440 -1.660 -1.498
H 1.911 -0.798 -2.014
H 0.752 0.843 2.177
H -0.377 -3.688 1.030
H -1.249 -2.594 -1.981
H 2.450 1.498 0.724
C 0.573 1.004 -0.441
H 0.973 -3.277 0.356
H 1.427 2.333 2.604
C 1.629 0.107 -2.545
C 1.102 1.100 -1.885
```

## Properties
Relative energy (zero: lowest compared OMol25 entry of this formula, charge and spin) ... 1.566 eV
2S+1 ... 1
Largest force on an atom ... 3.66 eV/Å

***

A single C9H17NSi molecule in a non-equilibrium geometry. Source: OMol25; level of theory: wB97M-V/def2-TZVPD.

```
28
C9H17NSi (wB97M-V/def2-TZVPD)
C -1.367 0.825 -0.764
Si 1.114 -0.193 -0.440
C -1.975 -1.708 0.950
H 1.119 0.562 -2.807
H 3.338 -1.586 0.834
C -1.027 -0.515 1.293
H -2.279 2.335 0.621
H 3.806 -0.649 2.225
H 1.448 1.796 -1.795
C 1.547 -3.130 -1.154
C 1.303 -2.006 -0.891
H -2.425 2.817 -1.102
C -1.832 2.227 -0.363
N -0.500 0.175 0.162
H -2.972 -1.454 0.596
H -1.028 2.811 -0.173
C 1.668 0.854 -1.974
C 2.323 0.172 1.044
H -0.817 0.711 -1.728
C 3.265 -0.694 1.398
H -0.192 -0.795 1.787
H 2.176 0.911 1.684
H 1.627 -4.075 -1.591
H -1.506 -2.345 0.143
H -1.851 -2.476 1.789
H 2.658 0.727 -1.971
H -1.731 0.123 1.899
H -2.336 0.150 -0.874
```

## Properties
Relative energy (zero: lowest compared OMol25 entry of this formula, charge and spin) ... 2.197 eV
2S+1 ... 1
Largest force on an atom ... 5.40 eV/Å

***

A gas-phase ion, C9H17O5 (charge +1) in a non-equilibrium geometry. Source: OMol25; level of theory: wB97M-V/def2-TZVPD.

```
31
C9H17O5 (wB97M-V/def2-TZVPD)
C -0.222 1.284 -0.063
C -2.830 -1.570 0.370
H -0.327 -0.376 1.314
H -1.618 -3.711 -0.907
O -0.352 -2.113 -0.510
C 2.258 1.775 0.072
C -1.882 -0.546 -0.145
C 2.598 3.020 -0.743
O -1.235 0.859 -1.732
C -2.074 -2.759 0.976
H -0.395 -3.985 0.358
H -2.772 -3.552 1.236
O -0.523 2.509 0.183
H -3.463 -1.115 1.135
H 1.326 -0.138 -0.372
H 1.973 2.080 1.079
C 1.148 0.917 -0.567
H 1.667 4.674 -1.286
O 1.473 3.891 -0.760
O -2.041 -0.141 -1.331
C -1.002 0.269 0.752
H 1.171 1.065 -1.648
C -1.083 -3.252 -0.074
H -1.542 -2.453 1.874
H -0.084 -2.231 -1.431
H -1.646 0.810 1.454
H 3.162 1.174 0.148
H -3.463 -1.907 -0.453
H 0.118 3.158 -0.238
H 3.452 3.527 -0.283
H 2.868 2.738 -1.766
```

## Properties
Net charge ... +1
Relative energy (zero: lowest compared OMol25 entry of this formula, charge and spin) ... 3.464 eV
2S+1 ... 1
Largest force on an atom ... 2.50 eV/Å

***

A molecular structure, C9H18AlO13S in a non-equilibrium geometry. Source: OMol25; level of theory: wB97M-V/def2-TZVPD.

```
42
C9H18AlO13S (wB97M-V/def2-TZVPD)
H 25.192 0.771 32.352
H 14.696 -2.349 33.951
H 22.075 0.232 28.868
O 16.883 -0.172 34.620
H 21.515 -3.937 32.685
H 21.887 -0.512 36.542
S 17.761 -1.180 35.133
H 20.652 -0.552 35.229
C 20.907 -3.105 32.331
H 20.954 -2.287 33.050
C 14.584 -1.011 28.790
O 23.200 0.864 32.667
H 21.036 0.967 36.088
H 13.045 -2.672 33.796
H 13.559 -1.021 33.820
Al 18.190 0.406 32.083
O 20.630 -0.777 30.807
O 22.447 0.388 34.744
C 21.951 -0.758 28.430
O 16.924 -2.393 35.310
O 13.964 -2.158 32.003
C 24.490 0.601 33.168
O 20.952 0.791 33.079
O 21.413 -2.871 31.126
C 21.440 0.029 35.708
C 14.663 -1.416 31.162
H 24.789 1.197 34.030
H 13.746 -0.609 28.219
C 13.814 -2.000 33.414
H 15.138 -0.125 29.099
H 20.915 -0.964 28.161
H 24.642 -0.460 33.368
O 18.359 -0.729 36.362
O 22.114 -1.758 29.437
H 19.949 -3.612 32.211
H 15.309 -1.582 28.210
C 21.293 -1.732 30.478
H 22.687 -0.960 27.652
C 22.099 0.619 33.437
O 15.467 -0.524 31.482
O 14.266 -1.772 29.977
O 18.768 -1.492 34.091
```

## Properties
Net charge ... +2
DFT total energy ... -53648.5539 eV
2S+1 ... 2
Largest force on an atom ... 4.41 eV/Å
<S²> ... 1.777

***

A molecular structure, C9H18BeNO5P in a non-equilibrium geometry. Source: OMol25; level of theory: wB97M-V/def2-TZVPD.

```
35
C9H18BeNO5P (wB97M-V/def2-TZVPD)
H -2.545 -2.924 -1.315
H -2.371 -3.228 1.207
H 0.229 -1.565 3.445
C -0.686 0.537 2.488
O 4.340 7.866 -1.720
H -1.129 -0.185 -2.413
C -2.237 -2.069 -0.713
H 0.351 0.873 2.476
O 6.000 6.273 -2.090
C -0.766 -0.740 1.653
C -0.782 -1.646 -0.816
H -1.159 0.337 3.449
H -2.888 -0.273 1.374
H -1.259 1.385 2.112
H -3.787 -2.259 0.825
H 1.116 -2.456 -0.721
O 0.632 0.263 -0.031
H 0.092 -3.318 0.297
O 3.941 6.354 -3.427
C -0.609 -1.119 -2.203
C 0.010 -1.852 2.417
H 1.007 -1.775 1.981
P 5.125 7.237 -2.919
H 0.437 -1.008 -2.490
H -2.589 -1.390 2.644
H -2.781 -1.212 -1.110
H -0.370 -2.865 2.281
N -0.473 -0.586 0.173
C 0.095 -2.836 -0.681
O 5.745 8.229 -3.963
C -2.239 -1.104 1.652
Be 3.383 4.786 -0.271
H -0.065 -3.618 -1.423
H -1.069 -1.811 -2.909
C -2.701 -2.301 0.740
```

## Properties
Net charge ... -1
Relative energy (zero: lowest compared OMol25 entry of this formula, charge and spin) ... 1.508 eV
2S+1 ... 2
Largest force on an atom ... 5.20 eV/Å
<S²> ... 0.755